# 1
Below is a structure of composition C21H14CdClF4N4O5, with properties calculated with ωB97M-V/def2-TZVPD.

## Properties
**Total charge**: -1
**HOMO**: -4.042 eV
**Electronic energy**: -2430.982985 Ha
**Energy relative to the best compared isomer or geometry (same formula, charge and spin)**: 0.303 eV
**Multiplicity**: 1
**LUMO**: 1.367 eV

Positions of all 50 atoms, in Å:
Cd 0.203 1.015 -0.334
C -1.505 -1.580 1.979
C -2.691 -0.974 1.965
C -3.057 -0.653 0.568
C -2.095 -1.075 -0.255
C -1.025 -1.763 0.558
H -0.940 -1.893 2.843
H -3.288 -0.716 2.826
H -3.973 -0.160 0.274
H -2.067 -1.008 -1.334
H -1.016 -2.827 0.302
O 0.472 0.665 3.351
Cl 0.378 1.761 2.450
O 0.431 3.014 3.103
O 1.461 1.665 1.435
O -0.863 1.652 1.646
C 1.654 -2.683 1.602
C 1.432 -2.080 0.225
C 2.569 -1.153 -0.160
C 1.228 -3.138 -0.847
O 0.259 -1.194 0.290
H 2.567 -3.279 1.598
H 0.830 -3.340 1.887
H 1.753 -1.893 2.348
H 3.506 -1.708 -0.199
H 2.683 -0.349 0.568
H 2.406 -0.736 -1.158
H 2.169 -3.664 -1.008
H 0.945 -2.686 -1.799
H 0.483 -3.884 -0.566
F 3.107 0.058 -6.161
C 3.532 0.834 -5.150
C 4.635 1.631 -5.353
F 5.210 1.579 -6.564
C 5.148 2.511 -4.377
C 4.418 2.489 -3.172
C 3.325 1.678 -2.982
F 2.710 1.725 -1.762
C 2.827 0.815 -3.951
C 1.623 -0.007 -3.725
C 0.597 0.535 -3.036
N -0.250 1.061 -2.387
C 1.544 -1.387 -4.046
N 1.451 -2.514 -4.277
F 4.816 3.239 -2.132
C 6.295 3.340 -4.586
C 7.211 3.123 -5.644
N 7.999 2.975 -6.476
C 6.597 4.441 -3.749
N 6.873 5.362 -3.106

These are the Löwdin partial charges, in e, on atoms 1 to 8: number 1, Cd, carries 1.476; number 2, C, carries -0.037; number 3, C, carries -0.068; number 4, C, carries -0.062; number 5, C, carries -0.069; number 6, C, carries -0.327; number 7, H, carries 0.109; number 8, H, carries 0.107



# 2
Below is a structure of composition C6H14BrHfO3 at a distorted geometry, with properties calculated with ωB97M-V/def2-TZVPD.

## Properties
**Total charge**: +3
**HOMO**: -18.983 eV
**Electronic energy**: -3083.184187 Ha
**Energy relative to the best compared isomer or geometry (same formula, charge and spin)**: 4.704 eV
**Multiplicity**: 1
**LUMO**: -16.710 eV

Positions of all 25 atoms, in Å:
Hf -1.660 3.127 4.354
Br 1.272 3.223 4.401
C -3.660 -1.473 0.564
O -2.815 -0.592 -0.087
C -2.194 -1.204 -1.210
C -0.957 -0.487 -1.765
O 0.169 -0.353 -0.822
C 1.393 -0.009 -1.477
C 2.523 0.295 -0.567
O 2.305 1.359 0.366
C 3.065 1.274 1.527
H -4.426 -1.817 -0.132
H -4.070 -0.991 1.451
H -3.091 -2.293 1.001
H -2.918 -1.145 -2.023
H -1.912 -2.231 -0.978
H -1.189 0.540 -2.047
H -0.646 -0.913 -2.719
H 1.186 0.862 -2.099
H 1.737 -0.680 -2.265
H 3.424 0.460 -1.158
H 2.710 -0.650 -0.057
H 2.866 2.081 2.231
H 4.151 1.232 1.446
H 2.736 0.384 2.063

These are the Löwdin partial charges, in e, on atoms 1 to 8: number 1, Hf, carries 1.405; number 2, Br, carries -0.164; number 3, C, carries -0.023; number 4, O, carries -0.025; number 5, C, carries -0.092; number 6, C, carries -0.057; number 7, O, carries 0.041; number 8, C, carries -0.097



# 3
Below is a structure of composition C18H12N6PtSe2Te2 at a distorted geometry, with properties calculated with ωB97M-V/def2-TZVPD.

## Properties
**HOMO (spin up / spin down)**: -5.199 / -5.200 eV
**Electronic energy**: -6479.889716 Ha
**Energy relative to the best compared isomer or geometry (same formula, charge and spin)**: 1.081 eV
**Multiplicity**: 1
**LUMO (spin up / spin down)**: -2.669 / -2.669 eV

Positions of all 41 atoms, in Å:
Pt -0.184 0.165 -0.033
C 2.416 3.643 -0.003
C 2.013 2.325 -0.016
N 0.717 1.979 -0.017
C -0.190 3.023 -0.008
C 0.274 4.340 0.006
N 1.547 4.661 0.009
C -1.581 2.645 -0.009
C -2.691 3.468 -0.006
C -3.984 2.919 -0.004
C -4.098 1.522 -0.007
C -2.966 0.731 -0.013
N -1.741 1.303 -0.016
C -2.894 -0.706 -0.014
C -4.001 -1.557 0.002
N -3.914 -2.865 0.003
C -2.675 -3.376 -0.006
C -1.551 -2.584 -0.011
N -1.616 -1.244 -0.021
C -5.172 3.770 -0.004
C -5.081 5.166 -0.004
C -6.237 5.924 -0.001
N -7.456 5.412 -0.001
C -7.553 4.094 -0.001
C -6.467 3.239 -0.004
H 3.463 3.903 -0.005
H 2.745 1.526 -0.028
H -0.428 5.162 0.018
H -2.545 4.533 -0.002
H -5.060 1.044 -0.002
H -5.000 -1.144 0.018
H -2.596 -4.452 -0.010
H -0.571 -3.043 -0.006
H -4.129 5.670 -0.002
H -6.182 7.004 0.004
H -8.560 3.702 0.004
H -6.648 2.177 -0.002
Se 1.882 -0.964 -0.113
Te 5.377 -2.068 1.316
Te 3.660 -4.055 1.172
Se 1.847 -3.245 -0.373

These are the Löwdin partial charges, in e, on atoms 1 to 8: number 1, Pt, carries 0.906; number 2, C, carries -0.073; number 3, C, carries -0.104; number 4, N, carries -0.088; number 5, C, carries -0.160; number 6, C, carries -0.061; number 7, N, carries 0.102; number 8, C, carries -0.187



# 4
Below is a structure of composition C3H9O3PS at a distorted geometry, with properties calculated with ωB97M-V/def2-TZVPD.

## Properties
**HOMO (spin up / spin down)**: -7.049 / -6.627 eV
**Electronic energy**: -1084.789571 Ha
**Energy relative to the best compared isomer or geometry (same formula, charge and spin)**: 6.908 eV
**Multiplicity**: 1
**LUMO (spin up / spin down)**: -0.083 / 0.218 eV

Positions of all 17 atoms, in Å:
C 0.714 -2.954 1.160
C -1.033 -0.059 -2.449
C -1.962 2.433 1.004
O 2.898 1.483 -0.076
O -0.823 -0.505 -1.288
O -1.952 1.548 0.131
P -0.266 -0.051 0.091
S -0.862 -2.021 0.884
H 1.459 -2.194 1.273
H 0.988 -3.605 0.305
H 0.468 -3.566 1.972
H -1.501 -0.824 -3.063
H -0.826 0.953 -2.719
H -2.614 2.473 1.969
H -1.243 3.291 1.057
H 3.317 1.811 0.710
H 3.238 1.787 -0.961

These are the Löwdin partial charges, in e, on atoms 1 to 8: number 1, C, carries -0.465; number 2, C, carries -0.110; number 3, C, carries -0.151; number 4, O, carries -0.106; number 5, O, carries -0.568; number 6, O, carries -0.227; number 7, P, carries 0.753; number 8, S, carries 0.457



Please write out number 1 again, unchanged.
Below is a structure of composition C21H14CdClF4N4O5, with properties calculated with ωB97M-V/def2-TZVPD.

## Properties
**Total charge**: -1
**HOMO**: -4.042 eV
**Electronic energy**: -2430.982985 Ha
**Energy relative to the best compared isomer or geometry (same formula, charge and spin)**: 0.303 eV
**Multiplicity**: 1
**LUMO**: 1.367 eV

Positions of all 50 atoms, in Å:
Cd 0.203 1.015 -0.334
C -1.505 -1.580 1.979
C -2.691 -0.974 1.965
C -3.057 -0.653 0.568
C -2.095 -1.075 -0.255
C -1.025 -1.763 0.558
H -0.940 -1.893 2.843
H -3.288 -0.716 2.826
H -3.973 -0.160 0.274
H -2.067 -1.008 -1.334
H -1.016 -2.827 0.302
O 0.472 0.665 3.351
Cl 0.378 1.761 2.450
O 0.431 3.014 3.103
O 1.461 1.665 1.435
O -0.863 1.652 1.646
C 1.654 -2.683 1.602
C 1.432 -2.080 0.225
C 2.569 -1.153 -0.160
C 1.228 -3.138 -0.847
O 0.259 -1.194 0.290
H 2.567 -3.279 1.598
H 0.830 -3.340 1.887
H 1.753 -1.893 2.348
H 3.506 -1.708 -0.199
H 2.683 -0.349 0.568
H 2.406 -0.736 -1.158
H 2.169 -3.664 -1.008
H 0.945 -2.686 -1.799
H 0.483 -3.884 -0.566
F 3.107 0.058 -6.161
C 3.532 0.834 -5.150
C 4.635 1.631 -5.353
F 5.210 1.579 -6.564
C 5.148 2.511 -4.377
C 4.418 2.489 -3.172
C 3.325 1.678 -2.982
F 2.710 1.725 -1.762
C 2.827 0.815 -3.951
C 1.623 -0.007 -3.725
C 0.597 0.535 -3.036
N -0.250 1.061 -2.387
C 1.544 -1.387 -4.046
N 1.451 -2.514 -4.277
F 4.816 3.239 -2.132
C 6.295 3.340 -4.586
C 7.211 3.123 -5.644
N 7.999 2.975 -6.476
C 6.597 4.441 -3.749
N 6.873 5.362 -3.106

These are the Löwdin partial charges, in e, on atoms 1 to 8: number 1, Cd, carries 1.476; number 2, C, carries -0.037; number 3, C, carries -0.068; number 4, C, carries -0.062; number 5, C, carries -0.069; number 6, C, carries -0.327; number 7, H, carries 0.109; number 8, H, carries 0.107